[1]
The following is a DFT calculation (wB97M-V/def2-TZVPD) of a molecular structure, C31H30F3N5O2SbSc in a non-equilibrium geometry.

As for the net charge: +2. The value obtained for the highest occupied orbital energy is -0.492 hartree. The calculation puts the frontier orbital gap at 0.226 hartree.

Geometry as XYZ:
```
73
C31H30F3N5O2SbSc | the OMol25 dataset | wB97M-V/def2-TZVPD
Sc -15.738 -2.725 -5.725
N -14.552 -0.737 -4.701
N -13.215 -0.791 -5.023
C -12.730 -2.020 -5.374
N -11.465 -2.237 -5.722
N -13.661 -2.983 -5.229
N -13.544 -4.164 -5.807
O -14.683 -4.665 -6.130
O -12.538 -4.762 -6.060
H -15.014 -0.096 -5.271
H -14.740 -0.512 -3.708
H -12.596 0.019 -4.909
H -10.839 -1.590 -6.089
H -11.280 -3.227 -5.996
F -14.390 2.266 -14.008
C -13.702 2.166 -12.837
F -13.501 3.421 -12.309
F -12.543 1.680 -13.148
C -14.541 1.335 -11.833
C -14.871 1.994 -10.665
C -15.422 1.355 -9.575
C -15.499 -0.122 -9.635
C -15.208 -0.739 -10.867
C -14.800 0.046 -11.979
C -15.641 -0.882 -8.456
C -15.448 -1.528 -7.443
H -14.619 3.078 -10.570
H -15.763 1.736 -8.639
H -15.335 -1.815 -11.005
H -14.467 -0.489 -12.913
C -17.157 3.442 -5.073
C -18.407 2.994 -4.285
C -18.680 3.625 -3.081
C -19.830 3.403 -2.363
C -20.688 2.393 -2.845
C -20.434 1.669 -3.963
C -19.225 1.880 -4.629
Sb -18.506 0.716 -6.403
C -20.212 0.060 -7.534
C -21.017 -0.934 -7.049
C -21.942 -1.586 -7.878
C -22.095 -1.102 -9.179
C -21.277 -0.079 -9.663
C -20.353 0.526 -8.836
C -19.446 1.639 -9.347
C -18.205 -1.287 -5.445
C -18.339 -2.466 -6.239
C -18.026 -3.770 -5.815
C -17.717 -4.007 -4.504
C -17.475 -2.845 -3.687
C -17.665 -1.481 -4.137
C -17.444 -0.343 -3.154
H -16.908 4.412 -4.726
H -17.438 3.515 -6.156
H -16.338 2.794 -5.000
H -17.918 4.339 -2.645
H -20.203 4.007 -1.567
H -21.638 2.378 -2.321
H -21.133 0.981 -4.354
H -20.912 -1.325 -6.075
H -22.517 -2.308 -7.372
H -22.948 -1.474 -9.781
H -21.427 0.329 -10.695
H -19.654 1.867 -10.456
H -18.438 1.268 -9.211
H -19.678 2.578 -8.802
H -18.751 -2.353 -7.252
H -18.228 -4.570 -6.491
H -17.602 -4.986 -4.109
H -17.166 -3.022 -2.675
H -18.409 0.154 -2.975
H -16.790 0.463 -3.420
H -17.123 -0.712 -2.164
```

[2]
The following is a DFT calculation (wB97M-V/def2-TZVPD) of a molecular structure, C31H30N4O4RuS2Se in a non-equilibrium geometry.

The spin multiplicity is 6. As for the expectation value of S²: 8.77. As for the net charge: +1. The value obtained for the highest occupied orbital energy (spin up / spin down) is -0.396 / -0.405 hartree. The calculation puts the frontier orbital gap (spin up / spin down) at 0.270 / 0.222 hartree. As for the energy relative to the best compared isomer or geometry (same formula, charge and spin): 31.0 kJ/mol.

Geometry as XYZ:
```
73
C31H30N4O4RuS2Se | the OMol25 dataset | wB97M-V/def2-TZVPD
Ru 11.699 10.662 12.779
C 15.744 6.727 18.244
C 14.583 7.506 17.779
C 14.779 8.617 16.978
C 13.772 9.532 16.707
C 12.477 9.156 17.074
C 12.186 7.999 17.799
C 13.306 7.228 18.197
S 11.289 10.324 16.506
O 11.921 11.656 16.569
O 10.051 10.029 17.196
N 11.058 10.006 14.886
C 10.530 8.861 14.284
C 9.828 7.736 14.821
C 9.343 6.788 13.928
C 9.553 6.921 12.530
C 10.309 7.937 12.043
N 10.704 8.931 12.915
H 16.275 6.243 17.363
H 15.477 5.926 18.931
H 16.500 7.416 18.678
H 15.798 8.819 16.557
H 13.983 10.460 16.254
H 11.149 7.784 18.086
H 13.171 6.463 18.922
H 9.726 7.569 15.911
H 8.912 5.857 14.403
H 9.135 6.159 11.883
H 10.601 8.009 10.979
N 7.216 16.245 12.291
C 7.110 14.968 11.779
O 6.259 14.681 10.909
C 8.120 13.997 12.262
C 8.060 12.692 11.679
C 9.001 11.747 12.074
N 10.066 12.074 12.868
C 10.100 13.300 13.492
C 9.204 14.295 13.137
H 6.645 17.008 12.018
H 7.683 16.323 13.186
H 7.264 12.607 10.935
H 8.978 10.766 11.556
H 10.815 13.480 14.258
H 9.320 15.278 13.669
C 11.199 10.778 7.826
S 12.426 10.568 9.183
O 11.831 9.515 10.150
C 13.774 9.749 8.313
C 14.507 10.493 7.374
C 15.469 9.829 6.623
C 15.693 8.457 6.765
C 15.005 7.740 7.749
C 14.053 8.414 8.529
H 10.582 9.817 7.945
H 11.632 10.766 6.825
H 10.629 11.685 8.017
H 14.279 11.547 7.169
H 16.150 10.400 5.947
H 16.387 7.910 6.144
H 15.151 6.700 7.926
H 13.481 7.882 9.262
Se 13.141 12.450 11.919
C 14.677 11.380 12.432
C 15.983 11.689 11.934
C 17.050 11.071 12.507
C 16.929 10.067 13.465
C 15.673 9.573 13.730
C 14.555 10.277 13.300
H 16.081 12.495 11.190
H 18.060 11.220 12.105
H 17.746 9.568 13.866
H 15.541 8.623 14.295
H 13.514 9.974 13.537
```

[3]
The following is a DFT calculation (wB97M-V/def2-TZVPD) of a molecular structure, C31H31Br4IN2O2PtSb in a non-equilibrium geometry.

As for the net charge: +1. The value obtained for the highest occupied orbital energy is -0.365 hartree. The calculation puts the frontier orbital gap at 0.163 hartree. As for the energy relative to the best compared isomer or geometry (same formula, charge and spin): 182.2 kJ/mol.

Geometry as XYZ:
```
73
C31H31Br4IN2O2PtSb | the OMol25 dataset | wB97M-V/def2-TZVPD
Pt 0.175 0.779 -0.310
I 2.427 0.686 0.922
C 3.361 -0.222 -0.709
C 4.686 -0.527 -0.668
C 5.264 -1.122 -1.809
C 4.498 -1.379 -2.909
C 3.116 -1.067 -2.938
C 2.316 -1.369 -4.065
C 0.983 -1.090 -4.050
C 0.393 -0.470 -2.926
C 1.121 -0.135 -1.808
C 2.515 -0.451 -1.810
H 5.290 -0.320 0.205
H 6.315 -1.372 -1.799
H 4.939 -1.839 -3.784
H 2.779 -1.832 -4.927
H 0.367 -1.334 -4.906
H -0.669 -0.268 -2.960
Br -4.938 2.916 -4.934
C -3.311 2.843 -4.044
C -2.183 3.664 -4.575
Br -2.477 4.703 -6.093
C -0.977 3.669 -3.976
Br 0.481 4.674 -4.537
C -0.738 2.822 -2.798
O 0.299 2.760 -2.196
C -1.900 1.939 -2.297
O -1.722 1.185 -1.348
C -3.184 2.053 -2.953
Br -4.566 1.022 -2.232
N -1.472 5.276 4.091
C -1.667 4.287 3.543
C -1.913 3.051 2.858
C -3.158 2.431 2.898
C -3.317 1.231 2.228
C -2.239 0.698 1.547
N -1.038 1.290 1.503
C -0.886 2.451 2.139
H -3.973 2.882 3.447
H -4.265 0.713 2.225
H -2.314 -0.248 1.024
H 0.090 2.917 2.094
C -1.273 -4.638 4.207
C -1.432 -3.707 3.012
C -2.828 -3.090 2.957
Sb -0.002 -2.081 2.774
C -0.449 -0.776 4.469
C -0.875 -1.439 5.773
C 0.750 0.144 4.683
C 1.899 -2.971 3.342
C 2.147 -4.135 2.385
C 2.080 -3.392 4.795
H -2.047 -5.411 4.185
H -1.368 -4.112 5.156
H -0.312 -5.150 4.197
H -1.261 -4.283 2.097
H -3.019 -2.448 3.820
H -3.595 -3.869 2.958
H -2.972 -2.492 2.052
H -1.288 -0.179 4.093
H -0.108 -2.112 6.155
H -1.797 -2.007 5.662
H -1.054 -0.682 6.543
H 1.604 -0.401 5.091
H 0.510 0.943 5.390
H 1.078 0.618 3.752
H 2.606 -2.165 3.120
H 1.440 -4.949 2.560
H 3.151 -4.544 2.527
H 2.059 -3.834 1.338
H 1.367 -4.161 5.089
H 1.977 -2.556 5.485
H 3.082 -3.808 4.942
```

[4]
The following is a DFT calculation (wB97M-V/def2-TZVPD) of a molecular structure, C31H31BrN4O3Sr in a non-equilibrium geometry.

The value obtained for the highest occupied orbital energy is -0.248 hartree. The calculation puts the frontier orbital gap at 0.222 hartree. As for the energy relative to the best compared isomer or geometry (same formula, charge and spin): 161.1 kJ/mol.

Geometry as XYZ:
```
71
C31H31BrN4O3Sr | the OMol25 dataset | wB97M-V/def2-TZVPD
Sr 0.966 0.080 0.159
Br -6.286 -0.644 2.317
C -4.467 -0.169 2.011
C -3.647 0.146 3.095
C -2.344 0.494 2.872
C -1.767 0.517 1.571
O -0.546 0.831 1.419
C -2.644 0.203 0.474
C -2.231 0.327 -0.886
N -1.007 0.299 -1.288
C -0.674 0.468 -2.616
C -1.500 0.140 -3.683
C -1.085 0.313 -5.000
C 0.167 0.799 -5.282
C 1.059 1.093 -4.238
C 2.377 1.552 -4.469
C 3.216 1.732 -3.407
C 2.728 1.502 -2.111
N 1.476 1.181 -1.857
C 0.649 0.922 -2.890
C -3.990 -0.113 0.729
H -4.046 0.122 4.096
H -1.695 0.755 3.698
H -3.045 0.515 -1.596
H -2.481 -0.279 -3.503
H -1.758 0.057 -5.806
H 0.490 0.944 -6.301
H 2.702 1.725 -5.485
H 4.240 2.041 -3.547
H 3.360 1.680 -1.255
H -4.644 -0.341 -0.101
C 2.152 -2.109 -0.728
C 2.366 -1.937 -2.098
C 3.498 -1.150 -2.270
C 4.017 -0.838 -1.002
C 3.190 -1.404 -0.038
H 1.539 -2.884 -0.285
H 1.771 -2.366 -2.888
H 3.933 -0.879 -3.217
H 4.922 -0.282 -0.812
H 3.457 -1.556 1.002
C 2.667 0.959 3.332
C 2.054 2.243 2.804
O 2.271 2.313 1.404
C 2.003 3.585 0.850
C 0.519 3.875 0.658
H 2.568 0.918 4.414
H 3.722 0.919 3.070
H 2.156 0.104 2.888
H 2.536 3.108 3.287
H 0.979 2.261 3.024
H 2.503 3.597 -0.123
H 2.459 4.362 1.484
H 0.088 3.125 -0.003
H 0.389 4.861 0.219
H -0.009 3.844 1.607
N -3.545 -3.363 -0.426
C -3.452 -3.714 0.879
O -4.236 -4.474 1.404
C -2.321 -3.097 1.642
C -2.394 -3.113 3.033
C -1.353 -2.566 3.761
C -0.280 -2.020 3.073
N -0.192 -2.010 1.751
C -1.186 -2.541 1.057
H -4.319 -3.738 -0.953
H -2.929 -2.698 -0.857
H -3.261 -3.552 3.505
H -1.365 -2.565 4.839
H 0.549 -1.571 3.606
H -1.039 -2.541 -0.015
```

[5]
The following is a DFT calculation (wB97M-V/def2-TZVPD) of a molecular structure, C31H32AsCl2F5NO3S6Zr in a non-equilibrium geometry.

As for the net charge: -1. The value obtained for the highest occupied orbital energy is -0.160 hartree. The calculation puts the frontier orbital gap at 0.241 hartree. As for the energy relative to the best compared isomer or geometry (same formula, charge and spin): 68.1 kJ/mol.

Geometry as XYZ:
```
82
C31H32AsCl2F5NO3S6Zr | the OMol25 dataset | wB97M-V/def2-TZVPD
Zr -1.863 -1.996 0.836
S -0.425 -4.368 7.925
C -0.894 -3.868 6.417
S -1.064 -2.215 5.970
C -1.574 -2.466 4.322
C -1.664 -3.749 3.918
S -2.130 -4.235 2.318
S -1.249 -4.945 5.119
S -1.952 -1.099 3.316
Cl -2.862 0.908 1.208
C -3.798 1.782 -0.031
Cl -3.810 1.052 -1.630
H -3.347 2.766 -0.101
H -4.818 1.817 0.335
F -5.126 -0.874 0.299
C -4.253 -1.910 0.527
F -4.565 -2.392 1.794
C -4.670 -3.044 -0.403
F -5.825 -3.654 -0.115
F -3.699 -3.996 -0.317
F -4.734 -2.641 -1.679
C -0.295 6.277 1.982
C -0.205 4.899 1.385
C -0.534 4.658 0.062
C -0.456 3.381 -0.494
C -0.852 3.249 -1.944
C -0.029 2.294 0.291
As -0.194 0.560 -0.669
N -0.062 -0.876 0.590
C 1.124 -1.445 1.118
C 2.393 -0.951 0.819
C 3.533 -1.477 1.405
C 3.447 -2.511 2.324
C 2.192 -3.025 2.621
C 1.053 -2.507 2.028
C 1.356 0.685 -1.920
C 1.069 0.221 -3.219
C -0.316 -0.156 -3.678
C 2.064 0.229 -4.193
C 3.326 0.738 -3.947
C 4.392 0.734 -5.007
C 3.557 1.307 -2.706
C 2.596 1.321 -1.701
C 2.953 2.132 -0.479
C 0.300 2.527 1.638
C 0.800 1.464 2.572
C 0.207 3.818 2.148
H -0.650 7.001 1.249
H 0.679 6.613 2.343
H -0.979 6.294 2.832
H -0.867 5.479 -0.564
H -1.251 4.197 -2.306
H -1.617 2.483 -2.094
H -0.006 2.984 -2.582
H 2.498 -0.181 0.080
H 4.500 -1.067 1.132
H 4.334 -2.917 2.791
H 2.082 -3.839 3.327
H 0.115 -2.975 2.297
H -0.934 0.744 -3.759
H -0.843 -0.828 -3.014
H -0.266 -0.610 -4.668
H 1.831 -0.166 -5.176
H 4.156 0.024 -5.800
H 5.361 0.463 -4.586
H 4.498 1.720 -5.465
H 4.519 1.768 -2.506
H 4.037 2.218 -0.400
H 2.578 1.734 0.457
H 2.541 3.139 -0.573
H 0.226 0.545 2.516
H 0.763 1.825 3.599
H 1.838 1.197 2.350
H 0.465 3.974 3.191
C -1.382 -4.456 -2.512
S -0.750 -3.159 -1.493
O 0.483 -2.717 -2.063
O -0.698 -3.674 -0.097
O -1.842 -2.138 -1.407
H -0.544 -5.069 -2.833
H -1.860 -3.984 -3.368
H -2.106 -5.039 -1.950
```

[6]
The following is a DFT calculation (wB97M-V/def2-TZVPD) of a molecular structure, C31H32BClMgN9O6.

As for the net charge: -1. The value obtained for the highest occupied orbital energy is -0.200 hartree. The calculation puts the frontier orbital gap at 0.276 hartree. As for the energy relative to the best compared isomer or geometry (same formula, charge and spin): 17.3 kJ/mol.

Geometry as XYZ:
```
81
C31H32BClMgN9O6 | the OMol25 dataset | wB97M-V/def2-TZVPD
Mg -0.464 -0.403 0.686
O 6.206 -0.098 2.974
C 5.200 -0.161 3.702
O 5.078 -0.345 4.926
C 3.860 0.059 2.957
C 3.840 0.510 1.647
C 2.628 0.737 1.014
N 1.452 0.507 1.615
C 1.470 0.118 2.901
C 2.644 -0.125 3.594
C 0.134 0.057 3.562
C -0.001 0.046 4.946
C -1.267 0.067 5.498
C -2.373 0.118 4.664
C -2.157 0.123 3.300
N -0.940 0.089 2.763
C 2.613 1.349 -0.347
C 3.484 0.902 -1.338
C 3.447 1.504 -2.582
C 2.558 2.544 -2.794
C 1.751 2.940 -1.738
N 1.772 2.366 -0.539
H 4.785 0.699 1.155
H 2.661 -0.452 4.624
H 0.876 0.029 5.576
H -1.388 0.050 6.573
H -3.381 0.139 5.055
H -2.985 0.149 2.600
H 4.158 0.083 -1.132
H 4.101 1.160 -3.374
H 2.494 3.049 -3.750
H 1.050 3.760 -1.856
C -0.861 3.169 1.621
C -1.190 2.764 0.223
C -1.602 3.573 -0.847
C -1.715 2.722 -1.929
C -2.096 3.032 -3.339
N -1.393 1.486 -1.507
N -1.074 1.507 -0.188
B -1.383 0.161 -2.287
N -2.386 -0.815 -1.633
N -2.313 -1.128 -0.307
C -3.226 -2.066 -0.083
C -3.398 -2.708 1.252
C -3.921 -2.349 -1.271
C -3.346 -1.544 -2.231
C -3.660 -1.445 -3.687
N 0.023 -0.497 -2.275
N 0.536 -0.997 -1.117
C 1.603 -1.722 -1.431
C 2.428 -2.418 -0.399
C 1.791 -1.694 -2.823
C 0.773 -0.904 -3.317
C 0.493 -0.504 -4.727
H -0.653 4.238 1.662
H -1.680 2.955 2.311
H 0.025 2.634 1.954
H -1.778 4.637 -0.835
H -2.279 4.101 -3.438
H -1.304 2.753 -4.035
H -3.000 2.500 -3.640
H -1.706 0.368 -3.421
H -2.831 -2.191 2.020
H -4.451 -2.730 1.539
H -3.029 -3.735 1.233
H -4.718 -3.061 -1.410
H -4.453 -2.149 -3.937
H -3.991 -0.442 -3.960
H -2.788 -1.682 -4.299
H 2.073 -2.208 0.606
H 2.387 -3.499 -0.542
H 3.475 -2.116 -0.463
H 2.576 -2.170 -3.388
H 1.263 -0.911 -5.381
H -0.477 -0.867 -5.069
H 0.494 0.583 -4.832
O 1.253 -3.240 3.029
Cl -0.103 -3.262 2.574
O -0.209 -2.340 1.425
O -0.486 -4.561 2.114
O -0.996 -2.801 3.604
```